Arrangement P

C5H7Cl | ωB97M-V/def2-TZVPD

The HOMO energy comes out at -8.8721 eV. As for the orbital gap: 0.286 Eh.

Last column: natural (NBO) charge in e.
CARTESIAN COORDINATES (ANGSTROEM)
C (2.34748, 0.43311, 0.58242)  -0.370
C (3.92643, 0.15549, 1.00607)  -0.015
C (1.38448, 0.40706, -0.48167)  -0.046
C (-0.52527, -0.74522, 0.23960)  -0.591
C (-0.03798, 0.49670, -0.29198)  -0.494
Cl (4.87245, -0.28766, -0.29156)  0.051
H (1.85977, 0.70673, 1.52863)  0.182
H (1.74298, -0.02941, -1.40513)  0.196
H (-0.29965, -1.60257, -0.42102)  0.211
H (-1.66170, -0.86324, 0.36427)  0.222
H (0.04028, -0.84627, 1.25513)  0.218
H (-0.26022, 1.37813, 0.37106)  0.214
H (-0.54682, 0.84531, -1.13406)  0.222


Arrangement Q

C5H7Cl | ωB97M-V/def2-TZVPD

The HOMO energy comes out at -9.2882 eV. As for the orbital gap: 0.379 Eh. Its structure (SMILES) is ClC1CC=CC1.

Last column: natural (NBO) charge in e.
CARTESIAN COORDINATES (ANGSTROEM)
C (-0.63627, 0.78518, -0.35019)  -0.178
C (0.06620, -0.19277, -1.20005)  -0.478
C (0.87830, -1.05181, -0.22576)  -0.179
C (0.57652, -0.78675, 1.03659)  -0.198
C (-0.42536, 0.37402, 1.06910)  -0.459
H (-1.70815, 0.98623, -0.61481)  0.231
H (-0.55443, -0.70806, -1.89503)  0.227
H (0.75965, 0.34362, -1.82327)  0.234
H (1.74647, -1.71468, -0.47252)  0.219
H (0.58634, -1.53278, 1.84929)  0.222
H (-0.09442, 1.19285, 1.61841)  0.231
H (-1.33977, -0.06925, 1.55454)  0.211
Cl (0.14493, 2.37419, -0.54631)  -0.083


Arrangement R

C5H7Cl | ωB97M-V/def2-TZVPD

The HOMO energy comes out at -8.3660 eV. As for the orbital gap: 0.249 Eh.

Last column: Löwdin charge in e.
CARTESIAN COORDINATES (ANGSTROEM)
C (0.84661, -0.08151, 1.00207)  0.023
C (0.52968, -1.04476, -0.23445)  -0.050
C (-0.51872, -0.18010, 0.39106)  -0.227
C (1.36916, -1.40439, 0.80011)  0.087
C (-1.25460, 0.78479, -0.50988)  -0.037
Cl (4.22455, -1.54675, 0.10390)  -0.360
H (1.37323, 0.79553, 0.77125)  0.136
H (0.92905, -0.81721, -1.19966)  0.156
H (-1.08171, -0.84152, 0.95980)  0.121
H (2.39550, -1.84520, 0.72008)  -0.109
H (-2.01866, 1.42677, 0.02781)  0.106
H (-1.92141, 0.36387, -1.28169)  0.095
H (-0.66295, 1.41994, -1.08901)  0.058


Arrangement S

C5H7Cl | ωB97M-V/def2-TZVPD

The HOMO energy comes out at -9.7747 eV. As for the orbital gap: 0.398 Eh. Its structure (SMILES) is Cl[C@H]1C=CCC1.

Last column: natural (NBO) charge in e.
CARTESIAN COORDINATES (ANGSTROEM)
C (1.03751, 0.15802, 0.60454)  -0.207
C (0.15753, -1.08520, 0.36742)  -0.408
C (-0.93942, -0.57144, -0.67162)  -0.445
C (-0.89298, 0.96375, -0.47802)  -0.144
C (0.11837, 1.29685, 0.30991)  -0.243
H (1.43870, 0.19196, 1.62731)  0.221
H (-0.33480, -1.36634, 1.29205)  0.213
H (0.73653, -1.90559, -0.04767)  0.226
H (-0.60086, -0.83366, -1.68769)  0.219
H (-1.90488, -1.02870, -0.43330)  0.218
H (-1.66008, 1.71182, -0.86529)  0.222
H (0.36487, 2.34417, 0.48127)  0.220
Cl (2.47950, 0.12435, -0.49890)  -0.093


If you had to name the least stable structure above, which would it be? It would be arrangement P.